# 1
The following is a quantum chemistry calculation of the molecule C3H6BNO2, from the Open Molecules 2025 dataset.

Geometry as XYZ:
```
13
Properties=species:S:1:pos:R:3:forces:R:3
C -2.79283 -0.20905 0.26393 0.7 -1.9 -1.0
C -1.60864 -0.48677 -0.28224 1.5 0.2 0.4
C -0.35365 0.47152 -0.19361 -2.6 -2.3 1.1
O -0.42293 1.65767 -0.16965 -0.2 1.6 -0.5
N 0.75441 -0.24198 0.14971 4.1 1.6 -0.4
B 2.13579 0.46285 0.04438 -2.7 0.1 -0.5
O 3.22934 -0.28998 -0.04834 3.2 -0.4 -0.2
H -3.54288 -0.98621 0.35052 0.0 -0.1 -0.2
H -3.09776 0.69890 0.66610 0.0 1.8 0.5
H -1.29782 -1.52094 -0.56945 -0.8 0.8 0.1
H 0.76856 -1.23533 0.12655 -0.4 -0.7 -0.1
H 2.03374 1.63870 -0.12018 0.4 -0.1 0.2
H 4.19467 0.04062 -0.21771 -3.3 -0.4 0.6
```
Positions in Å, forces in eV/Å.

## Properties
highest occupied orbital energy	-9.63	eV
charge	0
energy above the lowest of the compared OMol25 structures with the same formula, charge and spin	26.5	kcal per mole

What are the Mulliken partial charges on each atom? They are as follows, in elementary charge units: number 1, C, carries -0.6963; number 2, C, carries -0.2517; number 3, C, carries 0.6971; number 4, O, carries -0.5608; number 5, N, carries -0.2583; number 6, B, carries 0.3390; number 7, O, carries -0.5523; number 8, H, carries 0.2446; number 9, H, carries 0.3076; number 10, H, carries 0.2078; number 11, H, carries 0.2320; number 12, H, carries -0.0548; number 13, H, carries 0.3461

=====

# 2
The following is a quantum chemistry calculation of the molecule C3H6Br3P, from the Open Molecules 2025 dataset.

Geometry as XYZ:
```
13
Properties=species:S:1:pos:R:3:forces:R:3
C -1.64771 0.90264 -2.04281 -1.0 -0.6 3.9
P -0.52496 -0.04832 -1.08228 1.2 -1.5 -0.1
Br -1.68453 -1.84474 -0.51068 0.1 0.1 0.1
Br 1.02119 -0.81152 -2.57126 -0.7 0.3 0.3
C 1.01425 -0.27351 0.54212 -2.0 1.8 -1.9
C 0.40973 -0.17161 1.88621 0.5 -1.8 1.8
Br 2.32985 1.12730 0.12267 -0.5 -0.6 0.4
H -1.04384 1.70707 -2.27581 1.5 2.1 -1.5
H -2.39197 1.40539 -1.27828 0.8 -1.3 -1.3
H 1.45691 -1.23674 0.40317 0.2 -0.4 -0.7
H 1.30663 -0.48523 2.50949 -1.0 0.9 0.0
H 0.02589 0.83160 2.19720 0.2 -1.1 -0.3
H -0.27144 -1.10234 2.10027 0.7 2.1 -0.7
```
Positions in Å, forces in eV/Å.

## Properties
highest occupied orbital energy	-8.80	eV
charge	0
energy above the lowest of the compared OMol25 structures with the same formula, charge and spin	59.3	kcal per mole

What are the Mulliken partial charges on each atom? They are as follows, in elementary charge units: number 1, C, carries -0.8935; number 2, P, carries 0.7616; number 3, Br, carries -0.1913; number 4, Br, carries -0.1887; number 5, C, carries -0.4382; number 6, C, carries -1.0145; number 7, Br, carries -0.0748; number 8, H, carries 0.3200; number 9, H, carries 0.2563; number 10, H, carries 0.5022; number 11, H, carries 0.3616; number 12, H, carries 0.3026; number 13, H, carries 0.2968

=====

# 3
The following is a quantum chemistry calculation of a structure of composition C3H6BrCdFO3S, from the Open Molecules 2025 dataset.

Geometry as XYZ:
```
16
Properties=species:S:1:pos:R:3:forces:R:3
O 1.51562 -1.27310 0.65794 -0.9 -0.6 0.7
S 2.20517 -0.54096 -0.36038 0.1 -0.2 -1.0
O 3.58006 -0.01618 0.21290 0.0 0.2 0.4
Br 4.50205 -1.48671 0.89949 0.2 0.3 -0.1
O 1.37764 0.95765 -0.33277 1.0 0.4 -0.2
C 0.10728 0.74136 -0.83322 -0.1 -0.2 0.4
C -0.83974 0.55508 0.39624 -0.6 -1.1 -1.6
C -1.71287 -0.71886 0.30494 0.9 -0.2 1.4
F -2.92924 -0.52143 -0.50762 0.5 -0.6 -0.1
H 0.05593 -0.18877 -1.40520 0.0 -0.1 -0.2
H -0.16969 1.54515 -1.52073 0.0 0.3 0.0
H -0.20949 0.42739 1.27757 -0.2 0.5 0.4
H -1.48215 1.52932 0.56804 1.6 0.0 1.6
H -1.10708 -1.51335 -0.11412 -0.2 -0.2 -0.4
H -2.06478 -1.03502 1.27923 -0.4 0.0 0.1
Cd -2.82871 1.53844 -0.52230 -1.8 1.5 -1.3
```
Positions in Å, forces in eV/Å.

## Properties
highest occupied orbital energy	-16.27	eV
charge	+2

What are the Mulliken partial charges on each atom? They are as follows, in elementary charge units: number 1, O, carries -0.4672; number 2, S, carries 0.7949; number 3, O, carries -0.2868; number 4, Br, carries 0.2196; number 5, O, carries -0.4225; number 6, C, carries -0.7475; number 7, C, carries -0.5774; number 8, C, carries -0.0200; number 9, F, carries -0.4361; number 10, H, carries 0.5342; number 11, H, carries 0.4349; number 12, H, carries 0.4499; number 13, H, carries 0.5180; number 14, H, carries 0.3636; number 15, H, carries 0.4036; number 16, Cd, carries 1.2388

=====

# 4
The following is a quantum chemistry calculation of the molecule C3H6BrClN2, from the Open Molecules 2025 dataset.

Geometry as XYZ:
```
13
Properties=species:S:1:pos:R:3:forces:R:3
Cl -2.33180 1.36761 -0.10656 0.3 -0.7 0.9
N -0.69537 1.12508 0.56166 0.8 2.6 -2.8
C -0.35252 -0.13616 1.11921 2.3 -0.5 -1.1
C 0.36705 -0.92101 -0.05022 -3.8 0.2 -1.1
N 1.07679 0.04136 -0.83624 1.4 1.6 0.4
Br 2.74311 0.55196 0.03871 -0.5 -0.2 -0.2
C 0.20789 1.18656 -0.89807 -3.0 -2.6 0.5
H -1.13897 -0.68514 1.55047 -1.1 -0.5 0.5
H 0.44272 0.05160 1.88990 -0.8 0.0 -0.4
H 0.95781 -1.69299 0.35198 0.7 -1.2 -0.1
H -0.50380 -1.27317 -0.84696 2.1 0.3 2.2
H -0.62514 0.78464 -1.63317 1.7 1.5 1.0
H 0.63161 2.16705 -1.11418 -0.1 -0.4 0.2
```
Positions in Å, forces in eV/Å.

## Properties
highest occupied orbital energy	-9.27	eV
charge	0
energy above the lowest of the compared OMol25 structures with the same formula, charge and spin	25.7	kcal per mole

What are the Mulliken partial charges on each atom? They are as follows, in elementary charge units: number 1, Cl, carries -0.1338; number 2, N, carries -0.2024; number 3, C, carries -0.4129; number 4, C, carries -0.3727; number 5, N, carries -0.2436; number 6, Br, carries -0.0817; number 7, C, carries -0.5047; number 8, H, carries 0.3506; number 9, H, carries 0.2920; number 10, H, carries 0.3530; number 11, H, carries 0.2680; number 12, H, carries 0.3891; number 13, H, carries 0.2992